Formula: C16H23CuN5O2
Source: the OMol25 dataset
Level of theory: wB97M-V/def2-TZVPD

## Properties
**HOMO energy (alpha / beta)**: -8.30 / -8.27 eV
**E_tot**: -73149.7688 eV
**Multiplicity**: 2

Positions of all 47 atoms, in Å:
Cu  0.0634  -0.2759  -0.1243
C  -1.6585  2.1015  -1.1220
N  -0.2895  1.9454  -0.6269
C  0.6504  2.3793  -1.6645
C  -0.0972  2.7042  0.6102
C  1.0998  2.2047  1.4126
N  0.9493  0.8109  1.8254
C  2.2425  0.2341  2.1939
C  0.0336  0.6848  2.9582
H  -1.8806  3.1497  -1.3640
H  -2.3648  1.7543  -0.3716
H  -1.7904  1.5009  -2.0220
H  0.4872  3.4336  -1.9250
H  0.5130  1.7712  -2.5576
H  1.6775  2.2523  -1.3319
H  -1.0024  2.6114  1.2115
H  0.0468  3.7714  0.3911
H  1.2329  2.8605  2.2855
H  2.0003  2.2788  0.8021
H  2.6619  0.7368  3.0763
H  2.9387  0.3182  1.3652
H  2.1154  -0.8247  2.4173
H  0.4314  1.2002  3.8441
H  -0.1015  -0.3697  3.1969
H  -0.9401  1.1003  2.7155
C  -3.6018  -0.9069  1.8723
C  -2.4766  -1.1830  0.8990
O  -1.6443  -0.2497  0.7753
C  -2.4260  -2.4303  0.2120
C  -3.3778  -3.4438  0.4997
C  -3.3318  -4.6667  -0.0984
C  -2.3069  -4.9390  -1.0305
C  -1.3849  -3.9896  -1.3547
C  -1.4057  -2.6891  -0.7658
O  -0.5320  -1.8385  -1.1542
H  -3.4920  0.1042  2.2565
H  -3.5600  -1.6083  2.7057
H  -4.5707  -1.0038  1.3840
H  -4.1573  -3.2484  1.2233
H  -4.0613  -5.4253  0.1493
H  -2.2494  -5.9230  -1.4796
H  -0.5930  -4.1863  -2.0654
N  3.9301  -1.1233  -4.7768
C  3.5543  -0.6606  -3.7843
N  3.1638  -0.0394  -2.7040
C  2.4428  -0.2767  -1.7139
N  1.8360  -0.3933  -0.7056

Now the natural (NBO) charges, all in e: Cu 1.4646; C -0.4182; N -0.5051; C -0.4241; C -0.2333; C -0.2358; N -0.4805; C -0.4155; C -0.4189; H 0.1778; H 0.2142; H 0.2145; H 0.1787; H 0.2206; H 0.2161; H 0.2061; H 0.1916; H 0.1884; H 0.2143; H 0.1730; H 0.2303; H 0.2093; H 0.1762; H 0.2086; H 0.2102; C -0.7060; C 0.6125; O -0.7335; C -0.3464; C -0.1235; C -0.2868; C -0.1567; C -0.2479; C 0.4474; O -0.7644; H 0.2305; H 0.2393; H 0.2389; H 0.2072; H 0.2159; H 0.2154; H 0.2223; N -0.4344; C 0.4381; N -0.6677; C 0.6448; N -0.8079


Formula: C3H9NO3
Source: the OMol25 dataset
Level of theory: wB97M-V/def2-TZVPD

## Properties
**HOMO energy**: -9.05 eV
**SMILES**: CC(C)(O)O.N=O
**ΔE to the lowest compared entry with this formula, charge and spin**: 5.667 eV
**E_tot**: -10884.9145 eV
**Multiplicity**: 1

Positions of all 16 atoms, in Å:
C  -0.0752  0.6429  -1.2603
C  -0.4199  0.5493  0.5840
C  -0.8727  -0.8830  0.8251
O  -1.3639  1.5218  0.7185
O  0.6631  0.9184  1.2904
H  -1.0487  0.2850  -1.5960
H  0.6396  0.2331  -1.9736
H  0.0223  1.7191  -1.3568
H  -1.1354  -0.9952  1.8790
H  -1.7430  -1.1210  0.2185
H  -0.0561  -1.5691  0.6076
H  -2.1875  1.1824  1.0891
H  1.3929  0.2429  1.1384
N  2.1325  -0.4834  -0.8409
O  2.0952  -1.0504  0.2699
H  1.9570  -1.1928  -1.5931

Now the natural (NBO) charges, all in e: C -0.7307; C 0.6335; C -0.6889; O -0.7024; O -0.7201; H 0.1910; H 0.1978; H 0.2208; H 0.2146; H 0.2145; H 0.2290; H 0.4814; H 0.4882; N 0.0133; O -0.3268; H 0.2848


Formula: C27H30ClGaN5O4Se
Source: the OMol25 dataset
Level of theory: wB97M-V/def2-TZVPD

## Properties
**HOMO energy**: -10.46 eV
**Charge**: +1
**ΔE to the lowest compared entry with this formula, charge and spin**: 0.000 eV
**E_tot**: -174369.6585 eV
**Multiplicity**: 1

Positions of all 69 atoms, in Å:
Ga  0.8810  0.7392  0.0830
C  -1.2378  -1.3050  6.4579
C  -1.1504  -0.9006  5.0135
C  -2.0893  -1.2581  4.0842
C  -1.9653  -0.9489  2.7062
C  -2.9966  -1.5062  1.9039
N  -2.9677  -1.9606  0.6842
C  -1.7914  -2.2220  -0.1503
C  -2.2095  -3.1002  -1.3288
C  -1.0610  -3.4205  -2.2944
N  -0.3803  -2.1867  -2.6527
C  -0.5526  -1.4940  -3.7219
C  -0.1400  -0.1294  -3.8647
C  -0.0786  0.4466  -5.1408
C  0.1952  1.7857  -5.3317
C  0.3001  2.3963  -6.7021
C  0.3250  2.5695  -4.1849
C  0.2510  2.0568  -2.8956
C  0.2414  2.9867  -1.7782
N  0.3224  2.6650  -0.5470
C  0.2011  3.7147  0.4647
C  1.5241  4.0671  1.1459
C  2.3077  2.8610  1.7025
N  1.4261  1.7038  1.8172
C  1.0698  1.2916  2.9679
C  0.0378  0.3054  3.2366
C  -0.1007  -0.0969  4.5503
C  -0.9025  -0.1133  2.2347
O  -0.8729  0.3140  1.0247
C  0.0578  0.6635  -2.6992
O  -0.0310  0.1248  -1.5287
H  -2.1750  -1.8189  6.6656
H  -1.1761  -0.4371  7.1156
H  -0.4214  -1.9784  6.7229
H  -2.9471  -1.8435  4.4003
H  -3.9577  -1.6449  2.3920
H  -3.8456  -2.3152  0.3296
H  -1.0475  -2.7136  0.4791
H  -1.3801  -1.2689  -0.4737
H  -3.0006  -2.5885  -1.8878
H  -2.6179  -4.0484  -0.9702
H  -1.4446  -3.9062  -3.1911
H  -0.3250  -4.0657  -1.8186
H  0.2247  -1.8272  -1.8920
H  -1.0948  -1.9682  -4.5378
H  -0.2441  -0.1902  -6.0038
H  0.2158  1.6366  -7.4772
H  1.2578  2.9007  -6.8327
H  -0.4869  3.1335  -6.8673
H  0.4753  3.6390  -4.3008
H  0.1192  4.0408  -2.0405
H  -0.5125  3.3497  1.2054
H  -0.2224  4.6159  0.0148
H  1.2765  4.7551  1.9567
H  2.1626  4.6129  0.4499
H  2.7462  3.0975  2.6735
H  3.1153  2.5980  1.0248
H  1.5313  1.7469  3.8473
H  0.6303  0.2624  5.2688
Cl  0.8576  -3.5062  2.6527
C  2.1896  -3.0660  1.5250
C  1.5879  -2.1185  0.5016
O  1.4611  -0.9256  0.9285
O  1.2281  -2.5506  -0.5951
H  2.5420  -3.9796  1.0609
H  2.9634  -2.5770  2.1075
Se  3.0953  0.9023  -1.1525
C  4.0270  0.2105  0.2707
N  4.5794  -0.2130  1.1914

Now the natural (NBO) charges, all in e: Ga 1.6861; C -0.6240; C -0.0860; C -0.0837; C -0.2954; C 0.2810; N -0.4501; C -0.2642; C -0.4153; C -0.2196; N -0.4692; C 0.2574; C -0.2651; C -0.0825; C -0.0779; C -0.6258; C -0.0640; C -0.2455; C 0.2122; N -0.5407; C -0.2266; C -0.4153; C -0.2405; N -0.5643; C 0.2278; C -0.2347; C -0.0455; C 0.5678; O -0.7888; C 0.5353; O -0.8224; H 0.2222; H 0.2264; H 0.2319; H 0.2131; H 0.2113; H 0.4135; H 0.2408; H 0.2698; H 0.2056; H 0.2273; H 0.2167; H 0.2507; H 0.4980; H 0.2064; H 0.2179; H 0.2238; H 0.2311; H 0.2275; H 0.2186; H 0.1853; H 0.2171; H 0.2056; H 0.2252; H 0.2246; H 0.2072; H 0.2453; H 0.1875; H 0.2186; Cl -0.0756; C -0.4442; C 0.8258; O -0.8312; O -0.7135; H 0.2349; H 0.2522; Se -0.1733; C 0.0374; N -0.4025


Formula: C3H14N5
Source: the OMol25 dataset
Level of theory: wB97M-V/def2-TZVPD

## Properties
**HOMO energy**: -13.14 eV
**Charge**: +1
**ΔE to the lowest compared entry with this formula, charge and spin**: 7.322 eV
**E_tot**: -10776.4550 eV
**Multiplicity**: 1

Positions of all 22 atoms, in Å:
N  0.1611  -3.0550  0.7743
C  0.0361  -1.7185  0.2217
N  0.2441  -1.7295  -1.2257
N  -0.9958  -0.8866  0.6602
H  0.1871  -3.0341  1.7939
H  -0.6489  -3.6095  0.5031
H  0.6042  -2.6534  -1.4587
H  -0.6277  -1.6006  -1.7297
H  0.9327  -1.1457  0.6262
H  -1.7549  -1.4443  1.0781
C  -1.1018  2.1511  -0.5591
N  0.3225  2.5243  -0.6055
C  1.2199  1.4751  -0.1327
N  0.9529  1.0684  1.2152
H  -1.6364  2.6822  -1.3390
H  -1.2665  1.0552  -0.6787
H  -1.4254  2.3796  0.4572
H  0.5801  2.7568  -1.5616
H  2.2606  1.8057  -0.2094
H  1.0935  0.6216  -0.8204
H  0.7375  1.8909  1.7769
H  0.1253  0.4663  1.2138

Now the natural (NBO) charges, all in e: N -0.7631; C 0.1159; N -0.8036; N -0.2943; H 0.3878; H 0.3829; H 0.4057; H 0.3828; H 0.3116; H 0.3697; C -0.4323; N -0.4864; C -0.0956; N -0.7336; H 0.2353; H 0.1979; H 0.2175; H 0.3866; H 0.2417; H 0.2175; H 0.3853; H 0.3706


Look up the E_tot of the third one.
-174369.6585 eV


Which value of E_tot does entry 2 give?
-10884.9145 eV